{"formula": "C38H55N12O5", "method": "wB97M-V/def2-TZVPD", "symbols": ["C", "C", "C", "H", "H", "O", "C", "C", "H", "H", "O", "C", "C", "O", "C", "H", "H", "C", "N", "C", "N", "C", "N", "C", "H", "H", "C", "N", "C", "O", "C", "N", "C", "C", "N", "N", "C", "N", "H", "H", "C", "H", "C", "C", "H", "H", "H", "C", "H", "H", "H", "H", "H", "H", "H", "H", "C", "C", "C", "C", "C", "C", "C", "C", "C", "N", "H", "H", "H", "H", "H", "H", "H", "H", "C", "H", "C", "H", "H", "H", "H", "H", "N", "C", "N", "N", "C", "H", "H", "C", "H", "O", "C", "H", "H", "C", "H", "H", "H", "H", "H", "H", "H", "H", "H", "H", "H", "H", "H", "H"], "coordinates": [[-5.86695, -3.22277, 0.79752], [-6.03078, -2.18846, 0.21828], [-6.20971, -0.89917, -0.42788], [-5.99228, -0.98168, -1.49698], [-7.25354, -0.57681, -0.30116], [-5.32729, 0.10796, 0.05654], [-5.47615, 0.43289, 1.42945], [-5.27825, 1.93680, 1.60272], [-6.04750, 2.48109, 1.03815], [-5.36881, 2.19741, 2.66546], [-4.00018, 2.27599, 1.10836], [-3.69675, 3.65660, 1.18111], [-2.56224, 3.95069, 0.18854], [-1.50752, 3.01452, 0.21109], [-0.48980, 3.19528, 1.18902], [0.37518, 2.65817, 0.79230], [-0.23914, 4.25699, 1.28283], [-0.84350, 2.60652, 2.56872], [-1.43675, 1.30142, 2.41719], [-0.67280, 0.20372, 2.22600], [0.54570, 0.19813, 2.73675], [1.25990, -0.90332, 2.48805], [2.52391, -0.95363, 2.96692], [3.49037, -1.82878, 2.34499], [2.93685, -2.54580, 1.73833], [4.04934, -2.36563, 3.11588], [4.44934, -0.96081, 1.48321], [3.79973, 0.30504, 1.22467], [2.89920, 0.55750, 0.25945], [2.18882, 1.54944, 0.26914], [2.83678, -0.38978, -0.95036], [1.45868, -0.58942, -1.29922], [0.47503, 0.31498, -1.47616], [-0.65758, -0.45426, -1.65640], [-0.28677, -1.75035, -1.59761], [0.97040, -1.81959, -1.38347], [-2.09052, -0.05849, -1.76468], [-2.53551, 0.38195, -0.41387], [-2.08596, -0.23175, 0.38149], [-2.21275, 1.35382, -0.24199], [-2.31099, 1.06070, -2.77959], [-1.84571, 0.77164, -3.72357], [-3.78857, 1.38792, -3.03795], [-4.46917, 0.28041, -3.83926], [-4.41189, -0.68023, -3.33254], [-3.99755, 0.17633, -4.81350], [-5.51768, 0.51997, -3.99730], [-3.89005, 2.70891, -3.79875], [-3.43734, 3.52221, -3.23532], [-4.93010, 2.96200, -3.98650], [-3.38068, 2.63482, -4.75644], [-4.30886, 1.50282, -2.08055], [-1.79578, 1.95378, -2.41856], [-2.65920, -0.95220, -2.03511], [0.63926, 1.36891, -1.44699], [3.21655, -1.38954, -0.73403], [3.64706, 0.25190, -2.09960], [5.07933, 0.34606, -1.69894], [5.71877, 1.33228, -1.00637], [7.05365, 0.89483, -0.77940], [8.16110, 1.45404, -0.14128], [9.33148, 0.73113, -0.10590], [9.42459, -0.53484, -0.69213], [8.34674, -1.11302, -1.32738], [7.16262, -0.38887, -1.36440], [5.94269, -0.70558, -1.89744], [5.74658, -1.52139, -2.45293], [8.41965, -2.08928, -1.78290], [10.36250, -1.06682, -0.64655], [10.20184, 1.14533, 0.38014], [8.09519, 2.43303, 0.30885], [5.29468, 2.26789, -0.70054], [3.25296, 1.25038, -2.29548], [3.53236, -0.35807, -2.99891], [3.72330, 1.10661, 2.43409], [4.72604, 1.44946, 2.69721], [3.11238, 0.22669, 3.55453], [2.33582, 0.76615, 4.09312], [3.88171, -0.10357, 4.25596], [3.08903, 1.96655, 2.22086], [5.36693, -0.73730, 2.03272], [4.73815, -1.46632, 0.56527], [0.79176, -1.98338, 1.86878], [-0.48501, -1.93881, 1.49023], [-1.24136, -0.81663, 1.55553], [-1.03315, -3.05811, 1.01746], [-0.28552, -4.29393, 0.91945], [0.77026, -4.07098, 1.05345], [-0.62133, -4.97712, 1.70893], [-0.54089, -4.92819, -0.45169], [-0.12012, -4.27972, -1.23099], [-1.92217, -5.11514, -0.67400], [-2.59510, -3.88127, -0.64431], [-2.17792, -3.21764, -1.41448], [-3.64671, -4.08921, -0.84941], [-2.43892, -3.21892, 0.73068], [-2.94640, -2.25778, 0.76840], [-2.87365, -3.88090, 1.49066], [-0.08617, -5.91786, -0.50221], [-3.56609, 0.36182, -0.32411], [-2.35634, 1.29782, 1.99503], [-1.54087, 3.24454, 3.11393], [0.07344, 2.50103, 3.14774], [-2.18764, 4.96549, 0.36250], [-2.96582, 3.89078, -0.82671], [-4.56729, 4.25917, 0.89336], [-3.42126, 3.92612, 2.20872], [-4.73437, -0.11891, 2.02161], [-6.47481, 0.16566, 1.78613], [-5.75610, -4.15000, 1.27629]], "forces_ev_per_a": [[-0.1572, 0.4369, -0.3216], [0.2012, -0.1731, 0.2700], [-0.1592, 0.2333, -0.3048], [-0.1454, 0.0305, 0.1141], [0.1786, 0.0227, -0.0892], [-0.1260, 0.0420, -0.1625], [0.0895, 0.4688, 0.3399], [-0.3070, -0.3749, -0.0263], [0.0512, -0.0493, 0.0640], [-0.0140, -0.0354, -0.0515], [0.1146, -0.0567, -0.1001], [0.3520, 0.1666, -0.1084], [-0.4663, 0.0429, 0.0715], [-0.0845, -0.0201, 0.0177], [0.3451, -0.1490, 0.3473], [-0.0584, 0.1163, 0.1196], [-0.0074, 0.0008, -0.0572], [0.0170, 0.3089, -0.3247], [-0.2732, 0.0012, -0.0810], [0.0672, -0.5296, 0.1437], [0.1736, 0.4358, 0.0966], [-0.6001, -0.2109, 0.0345], [0.0139, -0.0010, 0.1478], [0.1390, -0.3119, -0.0409], [0.1853, 0.0380, 0.0615], [-0.0089, -0.0304, -0.0824], [0.0167, -0.2702, -0.0017], [-0.0088, 0.1901, 0.1686], [0.2690, -0.3394, -0.0678], [-0.1133, 0.2877, -0.2206], [0.4596, 0.1744, 0.0786], [-0.6924, 0.3897, -0.1369], [-0.6121, -0.2132, -0.1904], [0.4849, 0.4413, -0.0466], [-0.5066, -0.0291, -0.2189], [0.8626, -0.8850, 0.1077], [0.3169, 0.0522, -0.2791], [-0.2814, 0.0736, -0.0035], [-0.2715, 0.2164, -0.4087], [-0.0851, -0.2834, 0.0037], [-0.4349, -0.1414, 0.1174], [0.0767, -0.0033, -0.0100], [0.1889, 0.0986, -0.2366], [0.0390, 0.1462, 0.2664], [-0.0335, -0.1827, 0.0052], [0.0607, -0.0391, -0.1370], [-0.1313, -0.0317, -0.0369], [-0.0740, -0.1623, 0.2404], [0.0566, 0.1294, 0.0236], [-0.1051, 0.0736, -0.0611], [0.0752, 0.0123, -0.1444], [-0.0113, 0.0192, 0.0506], [0.1166, 0.0717, 0.0100], [0.0258, 0.0697, 0.0815], [0.0632, 0.2286, 0.0396], [-0.0525, 0.1477, -0.0190], [0.0475, -0.1392, 0.1819], [-0.1276, 0.4355, -0.0387], [-0.1954, -0.1087, -0.3579], [0.1201, -0.4160, -0.1216], [0.0441, -0.0778, -0.0126], [0.0785, 0.1834, 0.1214], [-0.0217, -0.1535, -0.0866], [0.0865, -0.0777, -0.0294], [0.3438, 0.3393, 0.3720], [-0.1839, -0.2891, -0.1719], [0.0197, 0.0758, 0.0064], [0.0437, -0.1097, -0.0354], [0.0735, -0.0619, -0.0039], [0.0698, 0.0464, 0.0428], [0.0259, 0.1042, 0.0512], [-0.1887, 0.1980, 0.0549], [-0.0237, -0.0562, -0.0262], [-0.0765, 0.0411, 0.0111], [-0.0979, 0.3405, 0.0454], [-0.0250, 0.0000, 0.0102], [0.0121, 0.1565, 0.1501], [0.2111, -0.0082, 0.0282], [-0.0513, 0.0221, -0.0014], [0.1358, -0.1093, 0.0908], [-0.0105, -0.0266, -0.1164], [0.0642, 0.0308, 0.0252], [0.1996, -0.1864, -0.0018], [0.1428, 0.2018, 0.1286], [-0.0109, -0.0978, 0.3901], [0.0026, 0.0507, 0.1436], [0.2195, -0.3922, -0.3578], [-0.0861, -0.1229, -0.0136], [0.0562, 0.0228, -0.0152], [0.3051, 0.0892, 0.2152], [-0.0016, -0.1393, 0.0680], [-0.1147, -0.2301, 0.0112], [-0.2236, 0.3043, 0.1202], [-0.1607, -0.1013, 0.1050], [0.0607, 0.0700, 0.0285], [-0.2976, -0.0991, -0.4289], [-0.0350, -0.0751, 0.0093], [-0.0557, 0.0890, -0.0102], [0.0544, 0.0864, 0.0143], [0.2904, 0.0394, -0.0524], [0.0716, -0.0669, 0.0691], [0.0932, -0.0251, 0.0316], [-0.0855, 0.1279, 0.0209], [-0.0122, -0.0306, -0.0545], [-0.0246, 0.0949, 0.0829], [0.0503, -0.0203, 0.0231], [-0.0558, -0.0155, -0.0716], [-0.1012, 0.0090, -0.0191], [0.0402, -0.0181, 0.0090], [0.0850, -0.5483, 0.3131]], "lowdin_charge": [0.144, -0.089, -0.192, 0.122, 0.141, -0.193, -0.162, -0.162, 0.139, 0.142, -0.184, -0.161, -0.151, -0.189, -0.143, 0.097, 0.133, -0.132, 0.088, -0.371, 0.208, -0.347, -0.055, -0.093, 0.107, 0.129, -0.091, -0.034, -0.404, 0.040, -0.154, -0.067, 0.033, -0.227, 0.079, 0.076, -0.234, 0.195, 0.087, 0.108, -0.118, 0.139, -0.424, -0.063, 0.062, 0.090, 0.085, -0.066, 0.067, 0.083, 0.088, 0.120, 0.117, 0.140, 0.128, 0.143, -0.041, -0.272, 0.020, -0.170, -0.033, -0.095, -0.091, -0.022, -0.213, 0.130, 0.165, 0.108, 0.102, 0.101, 0.110, 0.122, 0.133, 0.132, -0.084, 0.130, -0.101, 0.115, 0.129, 0.117, 0.135, 0.113, 0.192, -0.339, 0.145, -0.042, -0.104, 0.110, 0.137, -0.179, 0.103, -0.119, -0.195, 0.096, 0.115, -0.113, 0.098, 0.134, 0.131, 0.102, 0.103, 0.114, 0.117, 0.137, 0.120, 0.137, 0.125, 0.135, 0.139, 0.042], "energy_ev": -68412.00633, "total_charge": 1, "e_above_lowest_ev": 0.475, "largest_force_ev_per_a": 1.24, "e_homo_ev": -9.83, "orbital_gap_ev": 8.33}

---

{"formula": "C7H23NO4", "method": "wB97M-V/def2-TZVPD", "symbols": ["C", "O", "C", "C", "C", "N", "H", "H", "H", "H", "H", "H", "H", "H", "H", "H", "H", "C", "C", "C", "O", "H", "H", "H", "H", "H", "H", "H", "H", "O", "H", "H", "O", "H", "H"], "coordinates": [[0.05499, 2.76529, 0.75292], [0.13677, 1.87841, -0.37577], [0.47543, 2.49507, -1.60160], [0.62504, 1.43361, -2.78017], [1.42942, 0.20949, -2.31039], [1.47296, 2.06175, -3.78872], [-0.82517, 3.39629, 0.62940], [0.87722, 3.45802, 0.93225], [-0.15273, 2.11364, 1.60162], [-0.21185, 3.30671, -1.84029], [1.41661, 2.98671, -1.35549], [-0.40454, 1.24984, -3.08725], [1.66180, -0.59625, -3.00674], [1.00707, -0.31959, -1.45611], [2.42898, 0.52386, -2.01013], [1.89411, 1.35081, -4.36947], [0.86327, 2.57094, -4.41250], [1.43275, -1.80688, 3.69890], [0.76159, -2.81955, 2.74672], [1.04229, -4.28440, 3.14682], [-0.68367, -2.65836, 2.82775], [0.94470, -0.83418, 3.76030], [2.48667, -1.75927, 3.42487], [1.56962, -2.24107, 4.68928], [1.11497, -2.55188, 1.75095], [0.55816, -5.00696, 2.48985], [0.60849, -4.46963, 4.12948], [2.08505, -4.60183, 3.14779], [-1.10070, -1.92491, 2.36980], [-4.72264, 1.27276, -2.67250], [-5.34549, 1.97865, -2.49928], [-4.85926, 1.05291, -3.59404], [-2.84286, -0.32154, -0.01081], [-3.52043, -0.32524, -0.68691], [-2.27863, 0.41676, -0.24053]], "forces_ev_per_a": [[-1.1918, -0.5713, -0.7342], [-0.4056, -0.1634, 0.6298], [1.0566, -0.4479, 0.4185], [1.0224, 0.5240, 1.7806], [-0.0647, -0.4208, 0.9044], [-0.7463, 0.3776, -0.5598], [-0.2256, 0.2035, -0.0172], [0.5646, -0.4306, -0.2582], [0.3555, 0.1699, 0.0848], [-0.4594, -0.0607, -0.3150], [0.5335, 0.0503, -0.8486], [0.0599, -0.5690, -0.3177], [-0.5855, 0.2960, -0.7724], [-0.2283, 0.3153, 0.0951], [-0.0360, 0.4205, 0.2041], [0.0934, -0.1593, -0.0174], [0.1433, 0.4164, -0.2527], [0.8237, -1.2889, 0.2145], [-0.8458, 0.8939, 0.6201], [-0.4231, 0.0941, -0.3344], [0.3150, -1.1037, 0.4070], [0.1400, -0.1373, -0.2076], [0.0801, 0.6685, -0.4770], [-0.7744, 0.0881, 0.3516], [-0.1441, -0.4301, -0.2950], [-0.2345, 0.2944, -0.2696], [0.1293, 0.1606, 0.1273], [0.1885, 0.5517, 0.1287], [0.7054, 0.2248, -0.3164], [0.2034, -0.1286, 0.1740], [-0.1529, 0.1836, 0.1198], [-0.0020, -0.1081, -0.2392], [0.0500, -0.2109, 0.2866], [-0.2365, 0.0475, -0.2233], [0.2922, 0.2500, -0.0913]], "lowdin_charge": [-0.091, -0.224, -0.196, -0.389, -0.070, 0.019, 0.080, 0.086, 0.086, 0.116, 0.114, 0.128, 0.071, 0.069, 0.083, 0.065, 0.069, -0.067, -0.444, -0.059, -0.074, 0.074, 0.071, 0.068, 0.123, 0.072, 0.079, 0.075, 0.078, -0.046, 0.033, 0.032, -0.052, 0.014, 0.010], "energy_ev": -17310.71372, "smiles": "COC[C@H](C)N.CC(C)O.O.O", "total_charge": 0, "e_above_lowest_ev": 1.454, "largest_force_ev_per_a": 2.12, "e_homo_ev": -9.59, "orbital_gap_ev": 10.02}

---

{"formula": "C4H7NO", "method": "wB97M-V/def2-TZVPD", "symbols": ["O", "C", "C", "C", "C", "N", "H", "H", "H", "H", "H", "H", "H"], "coordinates": [[1.05690, 1.83932, 0.60394], [1.65341, 0.87243, 0.19294], [1.14927, -0.54593, -0.00635], [0.02576, -1.31410, 0.70232], [-1.55174, 0.37500, -0.17963], [-1.17504, -0.93236, 0.35500], [2.71537, 0.97749, -0.12592], [2.02554, -1.17770, 0.14938], [0.94060, -0.60105, -1.09286], [-0.98844, 1.10251, 0.39910], [-1.30268, 0.49128, -1.23964], [-2.61857, 0.52908, -0.02577], [-1.93526, -1.50965, 0.69448]], "forces_ev_per_a": [[0.1745, -0.5286, -0.0234], [-0.2237, 0.2667, 0.1622], [0.1117, -0.2052, 0.0997], [-0.2043, -0.1062, -0.5466], [0.0009, 0.2321, -0.0546], [0.2598, -0.0418, 0.5793], [-0.1669, 0.0050, 0.0414], [0.1689, 0.1315, -0.1549], [0.0660, -0.0069, 0.1405], [-0.2365, 0.2392, -0.2412], [-0.0919, -0.1491, 0.1036], [0.0362, 0.0059, -0.1309], [0.1055, 0.1574, 0.0250]], "lowdin_charge": [0.030, -0.262, -0.205, -0.070, -0.067, -0.102, 0.119, 0.083, 0.124, 0.065, 0.090, 0.085, 0.111], "energy_ev": -7796.16659, "total_charge": 0, "e_above_lowest_ev": 3.478, "largest_force_ev_per_a": 0.64, "e_homo_ev": -8.11, "orbital_gap_ev": 8.91}

---

{"formula": "C2H3FO3", "method": "wB97M-V/def2-TZVPD", "symbols": ["O", "C", "O", "O", "C", "F", "H", "H", "H"], "coordinates": [[-3.58563, 2.60206, 1.47842], [-3.58069, 1.49906, 1.21582], [-3.49637, 0.42931, 0.91569], [0.90154, -0.83372, -0.32178], [-0.35008, -0.52003, -0.68334], [-0.99806, 0.23582, 0.29990], [1.18616, -0.05973, 0.07262], [-0.92462, -1.42731, -0.81355], [-0.18065, 0.11562, -1.49172]], "forces_ev_per_a": [[-0.3454, 3.2620, 0.9677], [0.3340, 2.0541, 0.3161], [-0.2663, -5.3274, -1.2239], [0.5664, -3.0949, 0.5567], [-1.0871, -0.2532, 0.4521], [0.3966, -0.1706, -0.0535], [1.8000, 2.4116, 1.3452], [-0.1969, -0.0086, -0.4270], [-1.2012, 1.1271, -1.9335]], "lowdin_charge": [0.226, -0.487, 0.236, 0.042, -0.286, -0.032, 0.061, 0.135, 0.107], "energy_ev": -10982.47301, "smiles": "O=C=O.OCF", "total_charge": 0, "e_above_lowest_ev": 0.227, "largest_force_ev_per_a": 5.47, "e_homo_ev": -11.24, "orbital_gap_ev": 11.91}

---

Copy entry 3 word for word.
{"formula": "C4H7NO", "method": "wB97M-V/def2-TZVPD", "symbols": ["O", "C", "C", "C", "C", "N", "H", "H", "H", "H", "H", "H", "H"], "coordinates": [[1.05690, 1.83932, 0.60394], [1.65341, 0.87243, 0.19294], [1.14927, -0.54593, -0.00635], [0.02576, -1.31410, 0.70232], [-1.55174, 0.37500, -0.17963], [-1.17504, -0.93236, 0.35500], [2.71537, 0.97749, -0.12592], [2.02554, -1.17770, 0.14938], [0.94060, -0.60105, -1.09286], [-0.98844, 1.10251, 0.39910], [-1.30268, 0.49128, -1.23964], [-2.61857, 0.52908, -0.02577], [-1.93526, -1.50965, 0.69448]], "forces_ev_per_a": [[0.1745, -0.5286, -0.0234], [-0.2237, 0.2667, 0.1622], [0.1117, -0.2052, 0.0997], [-0.2043, -0.1062, -0.5466], [0.0009, 0.2321, -0.0546], [0.2598, -0.0418, 0.5793], [-0.1669, 0.0050, 0.0414], [0.1689, 0.1315, -0.1549], [0.0660, -0.0069, 0.1405], [-0.2365, 0.2392, -0.2412], [-0.0919, -0.1491, 0.1036], [0.0362, 0.0059, -0.1309], [0.1055, 0.1574, 0.0250]], "lowdin_charge": [0.030, -0.262, -0.205, -0.070, -0.067, -0.102, 0.119, 0.083, 0.124, 0.065, 0.090, 0.085, 0.111], "energy_ev": -7796.16659, "total_charge": 0, "e_above_lowest_ev": 3.478, "largest_force_ev_per_a": 0.64, "e_homo_ev": -8.11, "orbital_gap_ev": 8.91}